Record 1
Formula: C11H16
Source: the OMol25 dataset
Level of theory: wB97M-V/def2-TZVPD

```
27
Properties=species:S:1:pos:R:3:forces:R:3
C -0.227 1.552 -1.372 1.2020 -0.2487 -0.5448
C 0.656 0.615 -1.001 0.5885 0.7533 -0.5159
C -1.638 1.123 -0.979 3.1276 -0.2342 0.2846
C -0.303 -1.798 -0.496 -1.3152 0.1148 1.8133
C -1.790 -1.363 -0.289 -0.3107 -0.8423 0.4928
C 0.201 -0.428 -0.131 -2.6392 0.3396 -0.1521
C 1.638 0.073 0.001 -0.9406 0.5486 -0.5555
C -1.349 0.053 0.074 -0.5062 0.2610 1.5986
C 2.616 -0.940 -0.558 1.0786 -0.1232 -1.4333
C 1.955 1.006 1.151 0.8201 -1.0399 1.3575
C -1.771 0.637 1.481 -0.4602 -2.2264 -0.2651
H 0.057 2.526 -1.794 -0.3547 -0.3942 0.2012
H -1.988 1.934 -0.446 -1.5611 1.9712 0.6460
H -2.238 0.853 -1.793 -1.1185 -0.5048 -1.0334
H -0.081 -2.457 0.316 0.5417 -0.9065 0.2586
H -0.104 -2.225 -1.426 0.5957 -0.6371 -1.5441
H -2.437 -1.625 -1.155 0.2997 0.9243 0.4147
H -2.309 -1.759 0.611 0.5604 -0.4286 -0.5785
H 3.326 -1.348 0.168 0.0534 0.5011 0.1073
H 3.182 -0.428 -1.431 -0.6543 -1.0628 1.4930
H 2.139 -1.876 -0.958 0.1134 1.1808 0.1424
H 2.195 0.341 2.079 0.0065 1.2189 -1.4902
H 1.012 1.510 1.429 0.7203 0.1941 -0.2810
H 2.806 1.717 0.922 -1.0575 -0.7385 0.4257
H -1.512 -0.050 2.306 0.0924 0.0257 -0.3941
H -2.849 0.857 1.658 0.5925 -0.0043 -0.7065
H -1.188 1.500 1.629 0.5254 1.3580 0.2586
```
Forces are in eV/Å.

Computed properties:
* highest occupied orbital energy: -8.1649 eV
* frontier orbital gap: 9.122 eV
* relative energy (zero: lowest compared OMol25 entry of this formula, charge and spin): 2.757 eV
* E_tot: -11662.07292 eV
* structure (SMILES): CC1(C)C2=CC[C@@]3(C)CC[C@]213

=====

Record 2
Formula: C11H16AlBBaBrO4
Source: the OMol25 dataset
Level of theory: wB97M-V/def2-TZVPD

```
35
Properties=species:S:1:pos:R:3:forces:R:3
C 0.879 0.964 2.941 -0.3854 -0.0690 -0.1751
O 0.099 0.571 1.854 0.1146 -0.0947 -0.0454
C -0.491 -0.743 2.027 0.5195 0.0334 -0.1864
Al -0.332 -1.896 0.394 -1.4398 -0.6291 -0.0530
Br -0.105 -4.134 1.213 0.4880 0.3583 0.0412
C -1.848 -1.884 -0.897 -0.0267 0.1457 0.1769
B -3.136 -1.536 -0.110 -0.1872 -0.0894 -0.2232
O -3.569 -2.363 0.939 0.5529 0.3176 0.0317
O -3.869 -0.409 -0.435 0.7763 0.2639 0.3527
C 1.459 -1.560 -0.522 1.5837 0.8922 -0.1841
C 1.891 -0.186 -0.308 -0.4896 -0.4140 -0.2168
O 2.733 0.079 0.610 0.5384 -0.1428 0.2842
C 1.337 0.901 -1.106 0.0875 0.1032 0.0915
C 0.668 0.644 -2.309 -0.0127 0.5153 0.1357
C 0.170 1.701 -3.053 0.1375 -0.0234 0.2195
C 0.332 3.005 -2.602 0.0459 -0.2607 0.1055
C 0.975 3.256 -1.393 0.0364 -0.0764 0.0126
C 1.482 2.214 -0.640 -0.1898 -0.1075 -0.5942
H 1.080 2.027 2.869 0.0771 0.1791 -0.0436
H 1.852 0.435 2.940 0.1296 -0.1085 0.1246
H 0.367 0.754 3.879 0.0437 0.0221 0.2333
H -1.519 -0.612 2.369 -0.1709 -0.0031 0.0323
H 0.013 -1.261 2.850 0.0864 -0.0218 0.1717
H -1.707 -1.182 -1.717 0.0019 -0.0552 -0.2188
H -1.940 -2.906 -1.264 0.2323 -0.1559 -0.1219
H -3.505 -1.906 1.781 -0.3880 -0.1698 0.2124
H -4.245 -0.007 0.353 -0.5849 -0.0872 -0.1243
H 1.455 -1.762 -1.586 -0.5949 -0.2812 -0.1658
H 2.209 -2.254 -0.115 -0.1983 -0.3072 0.1587
H 0.534 -0.353 -2.685 -0.0119 -0.2453 0.0062
H -0.342 1.488 -3.977 -0.0748 0.0862 -0.1613
H -0.043 3.824 -3.194 -0.0795 0.1267 -0.0411
H 1.083 4.267 -1.035 -0.0133 0.1710 -0.0024
H 1.984 2.404 0.291 0.0623 -0.0162 0.1934
Ba 4.049 -1.582 1.639 -0.6664 0.1437 -0.0268
```
Forces are in eV/Å.

Computed properties:
* highest occupied orbital energy: -11.0548 eV
* frontier orbital gap: 5.862 eV
* E_tot: -97864.25085 eV
* net charge: +1

=====

Record 3
Formula: C11H16BCl4NO
Source: the OMol25 dataset
Level of theory: wB97M-V/def2-TZVPD

```
34
Properties=species:S:1:pos:R:3:forces:R:3
Cl 3.589 1.849 1.130 -0.2321 -0.3077 -0.0382
B 2.829 0.181 1.122 1.6052 -0.4008 0.1992
Cl 3.276 -0.809 -0.403 -0.2937 0.2559 0.4274
Cl 3.289 -0.792 2.683 -0.2952 0.2858 -0.5426
O 1.352 0.383 1.143 -2.0477 -1.4157 0.0707
C 0.521 -0.592 1.154 0.8724 1.5607 -0.3471
C -0.884 -0.315 1.136 -0.5958 0.1626 0.0689
C -1.791 -1.398 1.129 0.1921 0.3692 -0.0012
C -3.160 -1.168 1.118 -0.0727 0.1594 -0.0064
C -3.646 0.150 1.111 1.0907 -0.2770 0.0243
Cl -5.331 0.445 1.102 -0.0655 -0.0187 -0.0023
C -2.752 1.236 1.112 0.1193 -0.0824 -0.0087
C -1.383 1.014 1.122 -0.1340 -0.3929 0.0321
H 0.883 -1.626 1.127 0.1116 0.2438 0.1116
H -1.377 -2.406 1.126 -0.2920 0.1462 0.0297
H -3.869 -1.990 1.115 0.1550 0.1051 -0.0003
H -3.144 2.249 1.106 0.0617 -0.1815 -0.0048
H -0.688 1.852 1.117 -0.1508 -0.2127 0.0183
C 2.409 -4.121 8.226 0.0125 -0.0925 -0.0948
C 1.947 -3.886 6.793 -0.0413 0.1549 -0.1707
C 1.284 -2.526 6.587 -0.1713 0.0550 -0.1294
C 0.830 -2.298 5.143 0.1984 -0.2919 -0.0800
N 0.184 -1.002 4.981 -0.1221 0.2493 0.1870
H 2.877 -5.105 8.297 0.0079 0.0716 0.1492
H 3.142 -3.369 8.536 -0.0958 -0.0733 -0.0188
H 1.568 -4.092 8.926 0.0982 0.0261 -0.0657
H 2.806 -3.965 6.114 -0.1247 -0.0680 0.0704
H 1.235 -4.672 6.507 0.1272 0.0476 -0.0117
H 0.403 -2.449 7.241 0.2096 0.1209 -0.0611
H 1.994 -1.734 6.869 -0.1787 -0.0829 0.0115
H 1.698 -2.396 4.463 -0.2280 -0.2210 0.2289
H 0.081 -3.063 4.884 0.2760 0.0261 -0.0200
H 0.828 -0.267 5.262 -0.1246 -0.0167 -0.2291
H -0.070 -0.851 4.009 0.1279 0.0953 0.2037
```
Forces are in eV/Å.

Computed properties:
* highest occupied orbital energy: -9.2653 eV
* frontier orbital gap: 6.862 eV
* E_tot: -65973.93297 eV

=====

Record 4
Formula: C11H16BClF7N3O
Source: the OMol25 dataset
Level of theory: wB97M-V/def2-TZVPD

```
40
Properties=species:S:1:pos:R:3:forces:R:3
C 1.362 -2.544 -2.402 0.2042 -0.0915 0.1905
C 1.286 -1.316 -1.423 -0.5056 -0.4689 -1.2108
Cl 2.686 -0.210 -1.803 -0.2813 -0.2077 0.7004
C -0.012 -0.448 -1.622 0.3090 -1.1103 1.0841
C -0.396 0.168 -0.260 -1.2753 1.0431 0.6652
C 0.605 0.383 0.779 -2.4888 -0.3360 -2.1383
N 0.197 0.908 1.938 2.5127 -1.4222 0.4288
C 1.286 1.136 2.969 0.9437 1.5536 -0.1945
N 1.655 2.561 2.905 -1.0358 -0.4230 0.5016
N -0.997 1.250 2.313 -1.1821 0.0266 -0.8878
C -1.951 1.095 1.416 -0.7358 -0.5403 -2.1132
C -3.383 1.544 1.851 0.9628 0.3455 2.3805
F -3.728 2.735 1.309 -0.0319 -1.2776 -0.2720
F -3.344 1.761 3.203 -0.1727 -0.1776 -1.0877
F -4.312 0.591 1.659 0.4610 0.8849 -0.4260
C -1.769 0.558 0.058 1.7424 -0.1436 1.1011
C -2.909 0.426 -0.960 0.5508 -0.1675 -0.6805
C -2.961 1.728 -1.877 0.7633 0.0176 0.9188
O -1.941 1.686 -2.888 -0.3895 0.0755 0.5525
H 2.319 -2.494 -2.967 -0.8037 -0.1679 0.3649
H 1.380 -3.490 -1.816 0.0498 0.7280 -0.3376
H 0.502 -2.592 -3.109 0.5996 0.2483 0.4210
H 1.345 -1.732 -0.387 0.4066 0.5640 -0.8066
H -0.810 -1.168 -1.934 0.4492 0.7632 0.2761
H 0.100 0.313 -2.426 -0.0296 -0.6075 0.6648
H 1.650 0.102 0.543 -0.5413 0.4150 0.7905
H 2.190 0.546 2.688 -1.0336 0.0669 0.1499
H 0.926 0.908 3.992 0.0665 -0.1271 -0.8843
H 1.571 2.925 1.955 0.4080 -0.2149 0.1943
H 0.962 3.080 3.449 0.3834 -0.0198 -0.1250
H -2.641 -0.440 -1.616 -0.3529 0.7807 0.4159
H -3.898 0.183 -0.522 0.7578 0.4184 -0.0347
H -2.692 2.585 -1.209 -0.8528 -0.3988 -0.4911
H -3.970 1.864 -2.330 0.8979 -0.1764 0.2509
H -1.168 2.148 -2.527 -0.3677 -0.1535 -0.3621
B 4.181 -3.354 0.210 0.6184 -0.2311 0.0085
F 4.353 -3.823 -1.115 -0.2903 0.2420 0.3703
F 4.804 -2.087 0.351 -0.4158 -0.2318 -0.0146
F 2.775 -3.216 0.483 0.0616 0.1648 -0.0783
F 4.749 -4.268 1.121 -0.3620 0.3567 -0.2855
```
Forces are in eV/Å.

Computed properties:
* highest occupied orbital energy: -10.1742 eV
* frontier orbital gap: 7.526 eV
* E_tot: -50409.02902 eV

=====

Record 5
Formula: C11H16Cl2N7PdS5
Source: the OMol25 dataset
Level of theory: wB97M-V/def2-TZVPD

```
42
Properties=species:S:1:pos:R:3:forces:R:3
Pd -0.330 -0.315 -0.598 0.1142 0.0961 0.3105
C 3.274 -4.083 1.425 0.0161 -0.0215 0.0668
S 3.162 -3.698 -0.343 -0.0437 -0.0953 0.0165
C 3.594 -2.014 -0.380 -0.1859 0.2950 0.1723
C 2.933 -0.948 0.267 0.2527 -0.4622 -0.3901
S 1.525 -1.087 1.139 -0.2876 0.1615 0.3418
S 3.695 0.600 0.021 0.0284 0.2141 -0.0496
C 4.913 0.117 -1.130 -0.1746 -0.1999 0.1380
S 5.946 1.104 -1.870 0.1227 0.1618 -0.0744
S 4.922 -1.618 -1.361 0.2360 0.0394 -0.1679
H 3.262 -5.170 1.469 -0.0334 -0.0055 0.0380
H 2.442 -3.669 1.986 -0.0144 -0.0146 -0.0374
H 4.218 -3.728 1.830 0.0237 0.0057 -0.0464
C 1.270 4.636 1.240 -0.0189 0.0343 0.0037
C 0.416 3.724 0.430 0.0169 0.0331 -0.0268
C -0.527 3.979 -0.545 0.0216 -0.0349 0.0842
C -0.978 2.726 -0.986 -0.0348 0.0293 -0.0418
N -0.346 1.765 -0.323 0.1352 -0.0032 -0.0361
N 0.501 2.386 0.526 -0.0365 -0.1203 0.1102
C -2.013 2.424 -2.015 -0.0123 -0.0885 -0.0474
H 0.809 5.618 1.305 0.0063 0.0047 -0.0121
H 2.252 4.752 0.778 0.0017 0.0006 0.0056
H 1.412 4.261 2.253 -0.0031 -0.0317 0.0088
H -0.850 4.944 -0.892 -0.0020 0.0344 -0.0089
H 1.034 1.828 1.177 -0.0142 0.0386 -0.0724
H -1.920 3.106 -2.858 -0.0057 0.0087 -0.0086
H -3.015 2.538 -1.599 0.0081 0.0135 0.0043
H -1.921 1.401 -2.387 0.0214 0.0488 0.0599
N -5.444 -0.690 -0.675 0.2150 -0.0337 0.1661
N -4.323 -0.695 0.143 -0.1663 0.0073 -0.0846
N -4.409 -0.740 1.446 0.1420 0.0118 0.0969
C -3.127 -0.626 1.795 -0.1621 -0.0267 0.0543
N -2.336 -0.524 0.731 0.1353 -0.0747 -0.6974
N -3.127 -0.563 -0.335 -0.1181 0.0285 0.2172
H -6.201 -1.078 -0.119 0.0117 -0.0059 -0.1362
H -5.231 -1.275 -1.478 -0.1367 -0.0036 0.0470
H -2.787 -0.622 2.814 0.0011 -0.0029 0.0383
Cl -2.106 -4.024 -0.004 -0.0968 -0.0201 0.0538
C -0.439 -3.856 -0.507 0.1749 0.0956 0.0870
Cl -0.229 -2.541 -1.703 -0.0651 -0.0374 -0.1993
H -0.109 -4.761 -1.005 -0.0119 0.0102 0.0603
H 0.187 -3.586 0.340 -0.0610 -0.0905 -0.0442
```
Forces are in eV/Å.

Computed properties:
* <S²>: 2.03
* highest occupied orbital energy (alpha / beta): -10.7166 / -11.0780 eV
* frontier orbital gap (alpha / beta): 7.782 / 5.641 eV
* relative energy (zero: lowest compared OMol25 entry of this formula, charge and spin): 0.442 eV
* 2S+1: 3
* E_tot: -104789.70541 eV
* net charge: +1

=====

Record 6
Formula: C11H16Cl3NOPbS
Source: the OMol25 dataset
Level of theory: wB97M-V/def2-TZVPD

```
34
Properties=species:S:1:pos:R:3:forces:R:3
C -0.521 0.793 -1.456 0.7738 -0.1953 -0.2740
C -1.341 -0.349 -1.352 -0.7962 0.4183 0.6402
C -0.533 -1.461 -1.048 0.3702 -0.8373 -0.3185
C -2.816 -0.343 -1.419 0.5082 -0.0744 -1.7357
C 0.829 -1.053 -1.122 -0.3172 0.2377 0.2229
C 0.835 0.365 -1.337 0.0603 0.0050 -0.3482
C 2.035 1.218 -1.483 0.1952 0.3941 1.4586
C -0.954 2.174 -1.696 0.3395 0.5015 0.3370
C -1.022 -2.847 -0.775 0.8472 0.2163 -0.3563
C 2.001 -1.937 -1.018 1.3305 0.5190 0.4679
Pb 0.758 1.220 3.146 -2.8952 -1.1699 0.4896
Cl -3.405 0.021 1.568 -0.0708 -0.1288 -0.0580
Cl -0.330 3.472 1.548 -0.4518 0.7229 0.0759
Cl 1.033 -1.491 2.385 0.0514 0.1109 -0.1964
H -3.197 0.594 -1.075 -0.3213 0.5350 0.1986
H -3.215 -1.094 -0.788 -0.4849 -0.6696 0.6130
H -3.152 -0.526 -2.474 0.2402 0.1333 0.5564
H -1.865 -2.765 -0.112 -0.4469 -0.1738 0.3749
H -0.219 -3.430 -0.296 -0.4265 0.1703 -0.1204
H -1.328 -3.355 -1.712 0.0504 0.2205 0.3593
H 1.936 -2.562 -0.118 -0.0552 0.1602 -0.1199
H 2.943 -1.323 -0.921 -0.9701 -0.7420 -0.0621
H 2.113 -2.581 -1.894 -0.0934 -0.0472 -0.0788
H 2.942 0.604 -1.331 -0.3916 0.5390 -0.1665
H 1.995 1.981 -0.626 0.0895 -0.9463 -0.9739
H 2.076 1.739 -2.438 -0.0746 0.0205 -0.1254
H -1.788 2.404 -1.054 -0.4529 0.0848 0.2714
H -1.249 2.357 -2.729 -0.0563 -0.1283 -0.2268
H -0.175 2.886 -1.408 -0.0523 -0.1519 -0.0791
O 1.777 1.642 1.432 3.5793 1.8908 -0.1171
H 2.167 2.513 1.810 -0.8991 -1.6682 -1.6687
S 1.718 0.934 5.830 1.2136 0.1959 0.7558
C 0.436 0.320 6.668 -3.0597 -1.4170 1.9417
N -0.485 -0.120 7.292 2.6668 1.2739 -1.7372
```
Forces are in eV/Å.

Computed properties:
* highest occupied orbital energy (alpha / beta): -1.4677 / -1.4657 eV
* frontier orbital gap (alpha / beta): 3.817 / 3.866 eV
* relative energy (zero: lowest compared OMol25 entry of this formula, charge and spin): 1.057 eV
* E_tot: -68855.20396 eV
* net charge: -2

=====

no.,largest force on an atom (hartree/bohr)
1,0.0612
2,0.0355
3,0.0484
4,0.0641
5,0.0139
6,0.0788